{"formula": "C30H38N7O9PReS2", "method": "wB97M-V/def2-TZVPD", "s2": 0.76, "relative_energy_kcal_mol": 6.76, "total_charge": 2, "multiplicity": 2, "e_tot_ha": -3442.10825, "homo_lumo_gap_ev": [4.710, 5.108], "lumo_ev": [-7.63, -7.23], "elements": ["Re", "N", "C", "C", "C", "C", "C", "C", "S", "O", "O", "N", "C", "N", "C", "C", "C", "N", "H", "H", "H", "H", "H", "H", "H", "H", "H", "C", "C", "O", "P", "O", "C", "C", "O", "C", "C", "H", "H", "H", "H", "H", "H", "H", "H", "H", "H", "H", "H", "H", "H", "H", "O", "C", "N", "S", "O", "O", "C", "C", "C", "C", "C", "C", "H", "H", "H", "H", "C", "C", "N", "O", "H", "H", "H", "H", "H", "C", "C", "C", "N", "C", "C", "H", "H", "H", "H", "H"], "positions_angstrom": [[0.1053, -0.0550, 0.0190], [3.1363, 7.8434, -0.1140], [3.0294, 6.5184, 0.1622], [3.3142, 5.5576, -0.8226], [3.2130, 4.2152, -0.5389], [2.8076, 3.8000, 0.7308], [2.5357, 4.7438, 1.7244], [2.6363, 6.0843, 1.4392], [2.7365, 2.1163, 1.1033], [2.9956, 1.8928, 2.4861], [3.4700, 1.4109, 0.0781], [1.1599, 1.6141, 0.8026], [0.1216, 2.0017, 1.6181], [0.1012, 2.9448, 2.5374], [-1.0701, 3.1022, 3.1502], [-2.2114, 2.3468, 2.8710], [-2.1031, 1.3791, 1.9029], [-0.9327, 1.2281, 1.2700], [3.5390, 8.1544, -0.9806], [3.0441, 8.5257, 0.6184], [3.6497, 5.8808, -1.7998], [3.4809, 3.4824, -1.2869], [2.2638, 4.4161, 2.7170], [2.4376, 6.8159, 2.2114], [-1.1035, 3.8759, 3.9082], [-3.1366, 2.5065, 3.4017], [-2.9074, 0.7206, 1.6078], [-2.1948, -1.7980, -4.5832], [-1.9495, -1.0274, -3.3123], [-1.8074, -1.9831, -2.2353], [-1.6307, -1.6398, -0.6992], [-1.4682, -3.0717, -0.0878], [-0.9069, -4.2678, -0.7265], [-1.9420, -5.3591, -0.6868], [-3.0028, -1.0987, -0.1474], [-4.2018, -1.8967, 0.1164], [-5.3779, -1.2487, -0.5649], [-2.2649, -1.1083, -5.4243], [-3.1246, -2.3618, -4.5247], [-1.3771, -2.4918, -4.7760], [-2.7893, -0.3690, -3.0779], [-1.0329, -0.4399, -3.3774], [-0.0159, -4.5102, -0.1522], [-0.6268, -4.0106, -1.7461], [-2.2306, -5.5884, 0.3381], [-1.5279, -6.2637, -1.1334], [-2.8305, -5.0801, -1.2528], [-4.3046, -1.9151, 1.2001], [-4.0314, -2.9125, -0.2381], [-5.5464, -0.2390, -0.1915], [-6.2773, -1.8327, -0.3706], [-5.2307, -1.2069, -1.6440], [-1.5935, -1.2075, 2.6640], [-0.4983, -1.6796, 2.5676], [0.4244, -1.3118, 1.4975], [1.8787, -2.2512, 1.6172], [2.9567, -1.3422, 1.8174], [1.9038, -3.1718, 0.5206], [1.3915, -3.0602, 3.0766], [2.1303, -4.0036, 3.7647], [1.5365, -4.5540, 4.8929], [0.2555, -4.1761, 5.2975], [-0.4691, -3.2337, 4.5843], [0.1228, -2.6743, 3.4625], [3.1228, -4.2944, 3.4520], [2.0807, -5.2909, 5.4677], [-0.1752, -4.6274, 6.1801], [-1.4622, -2.9302, 4.8854], [2.3313, -2.6914, -2.7780], [2.2997, -1.5538, -1.8177], [3.4123, -1.0455, -1.3755], [1.1430, -1.1448, -1.4566], [3.2737, -2.7517, -3.3180], [1.5026, -2.6022, -3.4769], [2.1978, -3.6080, -2.2006], [4.2893, -1.4514, -1.6631], [3.4381, -0.2901, -0.6830], [-0.7316, 3.3687, -3.3706], [0.5340, 2.8265, -3.1977], [0.7041, 1.8128, -2.2819], [-0.3235, 1.3348, -1.5549], [-1.5490, 1.8648, -1.7200], [-1.7903, 2.8790, -2.6199], [-0.8903, 4.1707, -4.0790], [1.3854, 3.1896, -3.7542], [1.6740, 1.3743, -2.0892], [-2.3372, 1.4471, -1.1071], [-2.7887, 3.2779, -2.7232]]}